Entry 1:
{
  "formula": "C30H37BBrO2",
  "method": "ωB97M-V/def2-TZVPD",
  "species": ["C", "C", "C", "Br", "B", "C", "C", "C", "O", "O", "H", "H", "H", "H", "H", "H", "H", "H", "H", "H", "H", "H", "H", "C", "C", "C", "C", "C", "C", "H", "H", "H", "H", "H", "H", "C", "C", "C", "C", "C", "C", "H", "H", "H", "H", "H", "H", "C", "C", "C", "C", "C", "C", "H", "H", "H", "H", "H", "H", "C", "C", "C", "C", "C", "C", "H", "H", "H", "H", "H", "H"],
  "positions_angstrom": [[-2.64590, -6.07269, 1.87710], [-3.23710, -4.68826, 2.20797], [-3.31406, -3.75225, 0.99126], [-4.89645, -2.56471, 1.29555], [-1.99950, -2.80858, 0.64541], [-0.55380, -3.56435, 0.95959], [-0.02094, -3.14119, 2.33310], [1.01535, -4.01909, 2.98533], [1.58351, -4.96028, 2.50684], [1.35525, -3.62790, 4.25885], [-2.92394, -6.36505, 0.85801], [-1.55652, -6.09384, 1.94088], [-3.03133, -6.83261, 2.56630], [-2.67752, -4.21737, 3.02383], [-4.24969, -4.85649, 2.59380], [-3.61704, -4.34944, 0.12587], [-2.07411, -2.42575, -0.52232], [-2.04674, -1.80327, 1.35585], [-0.57636, -4.65417, 0.88154], [0.16735, -3.23076, 0.20006], [-0.86266, -2.96267, 3.01619], [0.45397, -2.15531, 2.21120], [0.70122, -2.97168, 4.54040], [2.56762, 0.72526, -0.47672], [2.96420, 1.62983, 0.49960], [3.39826, 1.17021, 1.73601], [3.43976, -0.19368, 1.99594], [3.03878, -1.09579, 1.02059], [2.59730, -0.63663, -0.21218], [2.22586, 1.07846, -1.44221], [2.92980, 2.69428, 0.30107], [3.69801, 1.87671, 2.50004], [3.77380, -0.55297, 2.96115], [3.05592, -2.16036, 1.22031], [2.27234, -1.34407, -0.96476], [-0.60832, 0.93223, -2.20369], [-1.53432, 1.96050, -2.10468], [-1.96092, 2.62321, -3.24822], [-1.46488, 2.25306, -4.49111], [-0.53888, 1.22341, -4.59038], [-0.11025, 0.56459, -3.44632], [-0.27870, 0.41205, -1.31357], [-1.92609, 2.24250, -1.13552], [-2.68316, 3.42628, -3.17030], [-1.80240, 2.76602, -5.38370], [-0.15231, 0.93348, -5.55936], [0.61144, -0.23919, -3.52197], [-1.31827, 1.02830, 1.95706], [-0.56689, 0.94549, 3.12038], [-1.08979, 1.41188, 4.31890], [-2.36450, 1.96088, 4.35261], [-3.11342, 2.04632, 3.18683], [-2.58938, 1.58214, 1.98836], [-0.91280, 0.65481, 1.02607], [0.42581, 0.51191, 3.09085], [-0.50405, 1.34606, 5.22790], [-2.77604, 2.31871, 5.28847], [-4.11044, 2.46799, 3.21383], [-3.17457, 1.64113, 1.07968], [1.81185, 3.70614, -3.38051], [3.12790, 3.71685, -2.93812], [4.11422, 4.33517, -3.69559], [3.78500, 4.94906, -4.89575], [2.46905, 4.94038, -5.33901], [1.48519, 4.31689, -4.58402], [1.04124, 3.22016, -2.79439], [3.38827, 3.23907, -2.00208], [5.14028, 4.33677, -3.34967], [4.55348, 5.43221, -5.48626], [2.21094, 5.41735, -6.27646], [0.46104, 4.30266, -4.93169]],
  "atomic_forces_ev_per_a": [[0.1, 0.1, 0.0], [-0.3, -0.2, 0.0], [0.5, 0.0, 0.1], [-0.1, 0.0, -0.2], [-0.1, 0.1, 0.1], [0.0, 0.3, -0.2], [-0.1, 0.1, -0.4], [0.1, 0.0, 0.0], [0.0, 0.1, 0.0], [-0.3, 0.0, 0.1], [0.0, 0.0, 0.1], [-0.1, 0.0, 0.0], [0.0, 0.1, -0.1], [0.0, 0.0, -0.1], [0.1, 0.0, 0.0], [-0.2, 0.1, 0.1], [0.0, -0.1, 0.0], [0.0, 0.0, 0.0], [0.0, 0.1, 0.0], [0.0, -0.1, 0.1], [0.2, -0.1, 0.1], [-0.1, -0.1, 0.2], [0.2, 0.0, -0.1], [0.0, 0.0, 0.0], [0.0, 0.0, 0.0], [0.0, 0.0, 0.0], [0.0, 0.1, 0.0], [-0.1, -0.1, 0.0], [0.0, 0.0, 0.0], [0.0, 0.0, 0.0], [0.0, 0.0, 0.0], [0.0, 0.0, 0.0], [0.0, 0.0, 0.0], [0.0, 0.0, 0.0], [0.0, 0.0, 0.0], [0.0, -0.1, 0.0], [0.0, 0.0, 0.0], [0.0, 0.0, 0.0], [0.0, 0.0, 0.0], [0.0, 0.0, 0.0], [0.0, 0.0, 0.0], [-0.1, 0.0, 0.0], [0.0, 0.0, 0.0], [0.0, 0.0, 0.0], [0.0, 0.0, 0.0], [0.0, 0.0, 0.0], [0.0, 0.0, 0.0], [0.1, 0.1, -0.1], [0.0, 0.0, 0.0], [0.0, 0.0, 0.0], [0.0, 0.0, 0.0], [0.0, 0.0, 0.0], [0.0, 0.0, 0.0], [0.0, -0.1, 0.0], [0.0, 0.0, 0.0], [0.0, 0.0, 0.0], [0.0, 0.0, 0.0], [0.0, 0.0, 0.0], [0.0, -0.1, 0.0], [0.0, 0.0, 0.0], [0.0, 0.0, 0.0], [0.0, 0.0, 0.0], [0.0, 0.0, 0.0], [0.0, 0.0, 0.0], [0.0, 0.1, 0.0], [0.0, 0.0, 0.0], [0.0, 0.0, 0.0], [0.0, 0.0, 0.0], [0.0, 0.0, 0.0], [0.0, 0.0, 0.0], [0.0, 0.0, 0.0]],
  "mulliken_charge": [-1.09, -0.25, -0.37, -0.35, 0.07, -0.82, -0.05, 0.59, -0.61, -0.54, 0.26, 0.24, 0.36, 0.07, 0.51, 0.35, -0.28, -0.22, 0.30, 0.13, 0.31, 0.04, 0.37, 0.06, -0.25, -0.64, -0.46, -0.32, -0.49, 0.20, 0.41, 0.37, 0.41, 0.42, 0.32, -0.39, -0.06, -0.44, -0.55, -0.40, -0.47, 0.48, 0.24, 0.37, 0.44, 0.37, 0.38, -0.08, -0.27, -0.55, -0.34, -0.55, -0.28, 0.22, 0.38, 0.38, 0.35, 0.34, 0.39, -0.09, -0.10, -0.60, -0.32, -0.55, -0.33, 0.33, 0.15, 0.37, 0.36, 0.36, 0.40],
  "homo_ha": -0.1930,
  "gap_ev": 7.685,
  "lumo_ev": 2.4,
  "e_tot_ev": -106525.905,
  "total_charge": -1
}



Entry 2:
{
  "formula": "C4H10",
  "method": "ωB97M-V/def2-TZVPD",
  "species": ["C", "C", "C", "C", "H", "H", "H", "H", "H", "H", "H", "H", "H", "H"],
  "positions_angstrom": [[-0.33249, 1.05833, -1.20981], [-0.14547, -0.46587, -0.90942], [0.34335, -0.94705, 0.48122], [0.21660, 0.14140, 1.60445], [0.58520, 1.33972, -1.06232], [-1.20052, 1.46585, -0.48889], [-0.65787, 1.21558, -2.38607], [-1.24366, -1.17657, -1.14681], [0.65275, -0.92713, -1.59484], [-0.12625, -1.83834, 0.80359], [1.36675, -1.29552, 0.30837], [-0.90118, 0.32523, 1.50590], [0.75805, 1.25863, 1.59399], [0.68474, -0.15427, 2.50064]],
  "atomic_forces_ev_per_a": [[-7.3, -2.9, -1.7], [-2.6, -3.4, -1.8], [1.9, 2.4, -0.2], [-0.3, 2.4, -2.0], [4.8, 3.0, 0.9], [2.3, -0.4, -1.8], [0.8, -0.4, 3.2], [3.2, 2.3, 0.4], [-1.5, 0.9, 0.4], [-1.0, -0.7, 0.4], [0.2, 0.4, 0.4], [1.3, 0.1, 1.5], [-1.3, -2.8, -1.2], [-0.5, -1.0, 1.5]],
  "mulliken_charge": [-0.98, -0.38, -0.39, -1.03, 0.38, 0.21, 0.27, 0.24, 0.24, 0.31, 0.30, 0.24, 0.20, 0.38],
  "homo_ha": -0.3838,
  "smiles": "CCCC",
  "gap_ev": 11.569,
  "lumo_ev": 1.1,
  "de_lowest_kj_mol": 273.6,
  "e_tot_ev": -4307.526
}



Entry 3:
{
  "formula": "C17H32Cl2CoO2P2",
  "method": "ωB97M-V/def2-TZVPD",
  "species": ["P", "P", "C", "C", "H", "H", "H", "H", "C", "H", "H", "H", "C", "H", "H", "H", "C", "H", "H", "H", "C", "H", "H", "H", "Co", "C", "C", "C", "C", "C", "C", "C", "C", "C", "H", "H", "H", "H", "H", "H", "H", "H", "H", "H", "H", "H", "H", "H", "H", "Cl", "C", "Cl", "C", "O", "O", "H"],
  "positions_angstrom": [[1.39422, -1.17668, 2.04986], [-2.24879, -1.15419, -0.83503], [0.52226, 0.07423, 0.38489], [-0.96067, -0.00197, -0.15503], [1.31650, 0.12240, -0.38945], [0.56757, 0.94934, 1.05293], [-1.56548, 0.61951, 0.54354], [-0.88335, 0.59838, -1.06971], [-1.99191, -1.63701, -2.52105], [-2.66114, -2.48341, -2.73542], [-0.94373, -1.96048, -2.65428], [-2.20970, -0.81280, -3.21569], [-3.84504, -0.46500, -0.42496], [-3.97824, 0.53009, -0.87585], [-3.96269, -0.36080, 0.66620], [-4.64040, -1.10634, -0.81304], [3.15202, -1.48828, 1.77543], [3.46785, -2.34442, 2.39018], [3.72245, -0.59685, 2.06307], [3.35549, -1.72954, 0.72079], [1.16882, -0.09753, 3.46853], [0.12758, 0.24186, 3.56267], [1.81749, 0.77937, 3.35904], [1.44424, -0.62287, 4.39477], [0.11123, -1.74013, 0.37676], [-0.20602, 2.57418, -1.45778], [0.32823, 1.73038, -2.37332], [1.66820, 1.92691, -2.98800], [2.82316, 2.30941, -2.02156], [2.70608, 1.82605, -0.60162], [2.12446, 2.50368, 0.40432], [1.32611, 3.76751, 0.25767], [0.40323, 3.85495, -0.98779], [0.55984, -2.75654, 2.35941], [-1.23736, 2.45709, -1.09727], [-0.29426, 0.99494, -2.89980], [1.59352, 2.70597, -3.76447], [1.94792, 1.01038, -3.52186], [3.75228, 1.87312, -2.42918], [2.95131, 3.40112, -2.04049], [3.27043, 0.90907, -0.37801], [2.34345, 2.21488, 1.44060], [1.98228, 4.65342, 0.25441], [0.70109, 3.89527, 1.15553], [-0.44116, 4.52261, -0.73495], [0.93921, 4.33405, -1.81596], [-0.30326, -2.69563, 3.04168], [1.40197, -3.29615, 2.85959], [0.27822, -3.34537, 1.43396], [-4.40271, -3.77773, -1.10040], [-3.74516, -4.04819, 0.58058], [-2.68137, -5.49230, 0.71793], [-2.82370, -2.95973, 1.07437], [-2.65667, -2.62585, 2.22059], [-1.98223, -2.52263, 0.03892], [-4.60367, -4.08178, 1.25377]],
  "atomic_forces_ev_per_a": [[-1.7, -0.7, -2.0], [2.5, -1.5, 2.4], [0.0, -0.5, -0.5], [-1.5, 1.4, -1.3], [-1.1, 0.2, 0.3], [-0.1, -0.3, -0.2], [0.2, -0.3, -0.2], [-0.2, -0.1, 0.4], [-0.1, 0.1, -0.9], [0.2, 0.3, 0.1], [-0.4, 0.2, 0.3], [0.0, -0.1, 0.1], [-0.6, 0.3, -0.2], [0.3, -0.2, 0.0], [0.3, -0.2, -0.4], [0.1, 0.0, 0.1], [0.4, -0.1, 0.4], [0.1, 0.3, -0.1], [0.0, -0.2, 0.0], [-0.3, 0.1, 0.3], [0.1, 0.1, 0.6], [0.3, -0.2, -0.2], [-0.1, -0.1, 0.0], [-0.1, 0.2, -0.2], [1.0, 0.3, 0.5], [-0.2, -0.4, -1.2], [-1.0, 1.7, 0.2], [0.6, -0.2, -0.3], [0.0, 0.0, -0.4], [0.5, 0.7, 0.9], [1.3, 0.1, -0.5], [-0.3, 0.3, 0.2], [0.2, 0.4, 0.2], [1.1, -1.0, 1.7], [0.4, -0.3, -0.3], [0.2, 0.0, 0.7], [0.0, -0.2, 0.1], [-0.1, 0.1, 0.1], [-0.3, 0.3, 0.1], [0.0, -0.3, 0.1], [-0.2, 0.4, 0.1], [-0.3, -0.2, -0.4], [0.0, -0.2, 0.0], [0.2, -0.2, -0.2], [0.5, -0.1, -0.1], [0.0, -0.1, 0.1], [0.3, 0.1, -0.4], [-0.9, -0.5, -0.4], [0.3, 0.0, 0.5], [0.2, -0.6, 0.4], [1.0, 2.8, 1.3], [0.0, -2.0, -0.5], [-3.8, -1.3, -3.2], [0.8, 1.1, 3.3], [0.3, 1.1, -1.4], [0.2, -0.6, -0.2]],
  "mulliken_charge": [1.24, 1.31, 0.14, -0.39, 0.11, 0.65, 0.25, -1.42, -1.17, 0.35, 0.18, 0.45, -1.26, 0.45, 0.39, 0.39, -1.40, 0.47, 0.36, 0.27, -1.32, 0.37, 0.37, 0.43, -0.01, 0.23, -0.19, -1.12, -0.93, -0.23, -0.25, -0.88, -0.99, -1.53, 0.52, 0.26, 0.35, 0.41, 0.46, 0.31, 0.43, 0.56, 0.34, 0.37, 0.42, 0.33, 0.37, 0.52, 0.28, -0.20, 0.08, -0.24, -0.12, -0.68, -0.46, 0.38],
  "homo_ha": [-0.1292, -0.2388],
  "gap_ev": [3.941, 6.733],
  "spin_multiplicity": 4,
  "lumo_ev": [0.4, 0.2],
  "de_lowest_kj_mol": 324.6,
  "s_squared": 3.7987,
  "e_tot_ev": -103481.836
}



Entry 4:
{
  "formula": "C13H19BrClNO2",
  "method": "ωB97M-V/def2-TZVPD",
  "species": ["C", "C", "C", "C", "C", "C", "C", "O", "C", "C", "C", "N", "H", "C", "C", "C", "H", "H", "H", "O", "H", "H", "H", "H", "H", "H", "H", "H", "H", "H", "Br", "H", "Cl", "H", "H", "H", "H"],
  "positions_angstrom": [[2.96459, 0.25504, -1.57362], [3.47459, -0.64247, -0.49083], [4.66173, -1.33019, -0.63604], [5.11587, -2.16006, 0.37837], [4.39540, -2.28053, 1.54761], [3.20576, -1.57895, 1.70370], [2.70513, -0.76411, 0.68947], [1.57709, -0.01664, 0.67118], [0.43921, -0.30305, 1.46931], [-0.76044, 0.34055, 0.78180], [-2.04915, 0.10926, 1.58873], [-3.20933, 0.86391, 1.17568], [-3.01570, 1.86140, 1.21316], [-3.78526, 0.55037, -0.11720], [-3.28308, 1.44564, -1.27034], [-4.03965, 1.14365, -2.56238], [-3.70464, 1.81041, -3.35320], [-3.86521, 0.11663, -2.87060], [-5.10956, 1.28610, -2.41643], [-3.39075, 2.80710, -0.90777], [-4.32513, 3.01587, -0.78812], [-2.21116, 1.29440, -1.42839], [-4.87178, 0.69264, -0.03108], [-3.60172, -0.49906, -0.35346], [-1.85967, 0.37337, 2.63377], [-2.31408, -0.95189, 1.55701], [-0.85842, -0.08179, -0.21970], [-0.57567, 1.41211, 0.68352], [0.28427, -1.38462, 1.55074], [0.55542, 0.11954, 2.47366], [2.39120, -1.79187, 3.42607], [4.75393, -2.90728, 2.34852], [6.59311, -3.03348, 0.18732], [5.23493, -1.22759, -1.54374], [1.96613, -0.05455, -1.87724], [3.62554, 0.23400, -2.43468], [2.88647, 1.27613, -1.20479]],
  "atomic_forces_ev_per_a": [[0.0, 0.0, 0.0], [-0.2, 0.0, 0.2], [0.0, -0.1, 0.2], [-0.3, 0.1, 0.1], [0.1, 0.0, -0.2], [-0.3, 0.0, 0.3], [0.4, -0.2, -0.2], [0.2, 0.1, 0.1], [-0.7, 0.1, 0.0], [0.1, -0.2, 0.3], [0.3, 0.1, -0.1], [-0.1, 0.3, 0.0], [-0.1, -0.1, 0.0], [0.2, 0.4, -0.1], [-0.2, -0.7, -0.1], [0.3, 0.2, 0.3], [0.0, 0.0, -0.1], [0.0, -0.1, -0.1], [-0.1, 0.0, 0.0], [-0.1, 0.4, 0.1], [0.0, 0.0, 0.0], [-0.1, -0.1, 0.0], [0.0, -0.1, -0.2], [-0.1, -0.1, 0.0], [0.0, -0.1, 0.0], [0.1, 0.0, 0.1], [0.0, 0.0, -0.1], [0.0, 0.1, 0.0], [0.1, 0.1, 0.0], [0.0, -0.1, -0.1], [0.1, 0.1, -0.2], [0.0, 0.0, 0.0], [0.2, -0.1, 0.0], [0.1, 0.0, -0.1], [-0.1, 0.0, -0.1], [0.0, 0.0, -0.1], [0.0, 0.1, -0.1]],
  "mulliken_charge": [-1.29, 1.07, -0.85, 0.18, -0.77, 0.28, 0.33, -0.32, -1.04, -0.06, -1.10, -0.27, 0.31, -0.89, 0.57, -1.51, 0.36, 0.37, 0.36, -0.58, 0.37, 0.17, 0.37, 0.38, 0.39, 0.38, 0.13, 0.34, 0.57, 0.47, -0.20, 0.40, -0.23, 0.36, 0.26, 0.39, 0.30],
  "homo_ha": -0.3125,
  "smiles": "Cc1cc(Cl)cc(Br)c1OCCCNC[C@@H](C)O",
  "gap_ev": 9.163,
  "lumo_ev": 0.7,
  "de_lowest_kj_mol": 28.8,
  "e_tot_ev": -101938.912
}